# 1
{
  "formula": "C3H5NO4",
  "method": "the ωB97M-V functional and the def2-TZVPD basis",
  "homo_ev": -10.59,
  "de_lowest_kcal_mol": 305.61,
  "homo_lumo_gap_ev": 8.79,
  "charge": 0,
  "species": ["C", "C", "C", "H", "H", "H", "H", "H", "N", "O", "O", "O", "O"],
  "xyz": [[0.1511, -0.5586, 0.5126], [-1.2754, -0.3390, 0.9303], [0.4116, 1.7071, -0.7461], [2.2608, 0.1578, -1.3824], [0.3999, -1.7753, 0.3751], [1.1845, -0.0326, 1.3518], [-2.0764, -2.8077, -0.1339], [-0.7922, 2.2494, -0.6315], [0.3673, 0.2209, -0.8696], [1.8076, -0.5150, -0.7162], [-2.2528, -1.7317, 0.8970], [-1.5338, 1.0334, 1.4500], [1.3476, 2.3913, -1.0370]],
  "mulliken_charge": [-0.249, 0.446, 0.255, 0.332, 0.220, 0.336, 0.389, 0.238, -0.134, -0.435, -0.538, -0.441, -0.419]
}



# 2
{
  "formula": "C37H61N6O7P3S",
  "method": "the ωB97M-V functional and the def2-TZVPD basis",
  "homo_ev": -8.27,
  "smiles": "CP(C)[C@]1(COc2ccccc2)OC(=O)O[C@@]1(CP(=O)(O)O)[PH2]=S.CCCC#N.CCCC#N.CCCC#N.CCCC#N.CCCC#N.CCCC#N",
  "homo_lumo_gap_ev": 8.33,
  "charge": 0,
  "species": ["C", "P", "C", "C", "C", "O", "C", "C", "C", "C", "C", "C", "O", "C", "O", "O", "C", "C", "P", "O", "O", "O", "P", "S", "H", "H", "H", "H", "H", "H", "H", "H", "H", "H", "H", "H", "H", "H", "H", "H", "H", "H", "H", "C", "C", "C", "C", "N", "H", "H", "H", "H", "H", "H", "H", "C", "C", "C", "C", "N", "H", "H", "H", "H", "H", "H", "H", "C", "C", "C", "C", "N", "H", "H", "H", "H", "H", "H", "H", "C", "C", "C", "C", "N", "H", "H", "H", "H", "H", "H", "H", "C", "C", "C", "C", "N", "H", "H", "H", "H", "H", "H", "H", "C", "C", "C", "C", "N", "H", "H", "H", "H", "H", "H", "H"],
  "xyz": [[-2.5458, -3.5572, 5.6137], [-1.5656, -3.5356, 3.9758], [-2.1053, -4.9182, 2.7746], [-1.5092, -1.8125, 3.1582], [-2.5446, -0.6318, 3.6256], [-3.8805, -1.0922, 4.0324], [-4.6670, -1.6104, 2.9032], [-4.7874, -0.8398, 1.4433], [-5.6283, -1.4516, 0.1755], [-6.3870, -2.9026, 0.3342], [-6.2789, -3.6505, 1.7939], [-5.4422, -3.0501, 3.0716], [-1.7262, -2.1430, 1.7103], [-1.0538, -1.1451, 0.8430], [-1.1656, -0.9857, -0.4806], [-0.1793, -0.4092, 1.8124], [0.0784, -1.3176, 2.9790], [1.2259, -2.4555, 2.7056], [2.5686, -1.9358, 1.4241], [2.0026, -1.6613, -0.0297], [3.6239, -3.3557, 1.2609], [3.5600, -0.5978, 1.9329], [0.8196, -0.1250, 4.2726], [1.4347, 1.5237, 3.3561], [-3.6889, -3.8342, 5.4165], [-2.1215, -4.4645, 6.2519], [-2.5086, -2.5629, 6.2319], [-1.5202, -5.9012, 3.1139], [-3.2589, -5.1941, 2.8798], [-1.8213, -4.7504, 1.6523], [-2.0892, -0.0658, 4.5730], [-2.5615, 0.1968, 2.7678], [-4.2132, 0.1997, 1.3199], [-5.6673, -0.8892, -0.8621], [-6.9826, -3.4079, -0.5593], [-6.8050, -4.6946, 1.9311], [-5.4299, -3.6864, 4.0618], [0.8250, -3.4970, 2.3540], [1.8065, -2.5995, 3.7368], [2.9756, -4.1246, 1.0756], [4.4692, -1.0026, 2.0948], [-0.0736, 0.2650, 5.3331], [2.0088, -0.6844, 4.8807], [-0.1670, 0.8800, -2.6191], [-0.0265, 2.3404, -3.0367], [-1.2117, 2.8390, -3.8657], [-1.3280, 2.0190, -5.1402], [-1.4244, 1.3387, -6.1976], [-0.1972, 0.2128, -3.4863], [0.6872, 0.5763, -2.0059], [-1.0801, 0.7257, -2.0328], [0.9027, 2.4580, -3.6077], [0.0676, 2.9596, -2.1378], [-1.0699, 3.8928, -4.1278], [-2.1432, 2.7533, -3.2955], [7.6640, -2.5568, 5.4150], [7.2356, -1.0928, 5.4355], [5.7973, -0.9005, 5.9202], [4.8408, -1.6330, 4.9934], [4.0474, -2.2407, 4.2245], [7.0575, -3.1457, 4.7196], [8.7056, -2.6433, 5.0901], [7.5789, -3.0045, 6.4117], [7.3471, -0.6767, 4.4267], [7.9122, -0.5337, 6.0911], [5.5435, 0.1648, 5.9298], [5.6795, -1.2868, 6.9385], [9.5639, 3.2533, 1.9228], [8.1406, 3.1531, 2.4622], [8.0918, 2.9296, 3.9749], [8.7949, 1.6281, 4.3246], [9.3782, 0.5484, 4.6146], [10.1230, 2.3259, 2.0827], [9.5492, 3.4412, 0.8446], [10.1094, 4.0727, 2.4047], [7.6235, 2.3335, 1.9482], [7.6026, 4.0759, 2.2190], [7.0517, 2.8787, 4.3138], [8.5806, 3.7563, 4.5019], [-4.7853, 1.1542, -5.1258], [-5.9891, 1.9891, -5.5512], [-6.1375, 3.2766, -4.7384], [-6.3261, 2.9372, -3.2688], [-6.4826, 2.6555, -2.0496], [-4.8740, 0.8167, -4.0882], [-4.7028, 0.2601, -5.7517], [-3.8561, 1.7269, -5.2243], [-6.8958, 1.3799, -5.4522], [-5.8872, 2.2448, -6.6117], [-7.0048, 3.8451, -5.0902], [-5.2493, 3.9077, -4.8515], [-9.6896, 7.2783, -8.2964], [-9.8373, 5.7835, -8.0300], [-9.2949, 5.3666, -6.6616], [-7.8125, 5.6913, -6.5761], [-6.5826, 5.9607, -6.5053], [-8.6386, 7.5842, -8.3113], [-10.1156, 7.5343, -9.2716], [-10.2095, 7.8664, -7.5316], [-9.3172, 5.2294, -8.8210], [-10.8975, 5.5146, -8.0921], [-9.4365, 4.2908, -6.5133], [-9.8260, 5.8925, -5.8607], [6.4848, -3.8100, -3.4040], [5.5226, -3.7974, -2.2203], [6.1025, -3.0979, -0.9895], [7.3610, -3.8187, -0.5346], [8.4051, -4.4168, -0.1573], [7.3992, -4.3668, -3.1756], [6.0180, -4.2936, -4.2679], [6.7644, -2.7906, -3.6932], [5.2556, -4.8313, -1.9695], [4.5988, -3.2896, -2.5188], [5.3708, -3.1032, -0.1748], [6.3473, -2.0551, -1.2192]],
  "mulliken_charge": [-0.703, 0.187, -0.925, 0.322, -0.449, -0.387, 0.597, -0.281, -0.314, -0.415, -0.324, -0.342, -0.252, 0.371, -0.544, -0.178, 0.229, -0.832, 0.888, -0.594, -0.572, -0.401, 0.230, -0.398, 0.116, 0.361, 0.281, 0.351, 0.265, 0.270, 0.159, 0.123, 0.236, 0.273, 0.294, 0.270, 0.292, 0.528, 0.466, 0.319, 0.259, 0.141, 0.000, -0.912, -0.537, -0.252, 0.228, -0.549, 0.343, 0.258, 0.255, 0.314, 0.326, 0.365, 0.247, -1.289, -0.243, -0.369, 0.260, -0.546, 0.335, 0.358, 0.304, 0.157, 0.377, 0.246, 0.358, -1.133, -0.400, -0.329, 0.361, -0.576, 0.348, 0.332, 0.293, 0.251, 0.318, 0.255, 0.334, -0.719, -0.582, 0.302, 0.213, -0.537, 0.184, 0.379, -0.056, 0.325, 0.358, -0.379, 0.371, -1.135, -0.458, -0.305, 0.312, -0.553, 0.359, 0.332, 0.297, 0.293, 0.322, 0.307, 0.333, -1.206, -0.461, 0.351, 0.168, -0.508, 0.338, 0.349, 0.314, 0.299, 0.323, -0.263, 0.333]
}



# 3
{
  "formula": "C6H12O",
  "method": "the ωB97M-V functional and the def2-TZVPD basis",
  "homo_ev": -10.14,
  "de_lowest_kcal_mol": 25.63,
  "smiles": "C1C[C@@H]2C[C@@H]2C1.O",
  "homo_lumo_gap_ev": 11.16,
  "charge": 0,
  "species": ["C", "C", "C", "C", "C", "C", "H", "H", "H", "H", "H", "H", "H", "H", "H", "H", "O", "H", "H"],
  "xyz": [[-1.4252, 0.2439, 0.9893], [-0.7643, 0.8829, -0.2495], [0.7419, 0.7227, -0.0174], [1.4926, -0.5857, -0.1853], [0.9548, -0.1989, 1.1566], [-0.4121, -0.7971, 1.4931], [-2.4105, -0.1845, 0.7758], [-1.5603, 1.0105, 1.7616], [-1.0066, 1.9484, -0.3220], [-1.1225, 0.4345, -1.1817], [1.3537, 1.6143, -0.1255], [1.0507, -1.4556, -0.6718], [2.5639, -0.4960, -0.3521], [1.6369, 0.0662, 1.9592], [-0.5454, -1.7457, 0.9561], [-0.5229, -1.0187, 2.5581], [0.1607, -0.3107, -3.1471], [0.2632, -0.3987, -2.1920], [0.7664, 0.4062, -3.3648]],
  "mulliken_charge": [-0.638, -0.608, -0.108, -1.116, 0.093, -0.850, 0.348, 0.285, 0.357, 0.280, 0.394, 0.322, 0.282, 0.418, 0.249, 0.372, -0.676, 0.268, 0.329]
}



# 4
{
  "formula": "C4H16B2CsO2S",
  "method": "the ωB97M-V functional and the def2-TZVPD basis",
  "homo_ev": -5.09,
  "de_lowest_kcal_mol": 12.90,
  "homo_lumo_gap_ev": 7.09,
  "charge": -1,
  "species": ["Cs", "B", "H", "H", "H", "H", "B", "H", "H", "H", "H", "C", "C", "C", "S", "O", "O", "C", "H", "H", "H", "H", "H", "H", "H", "H"],
  "xyz": [[-2.7422, -1.0633, -0.6328], [-1.4639, -0.1382, 2.2027], [-2.4746, -0.6751, 2.3242], [-1.7747, 0.7477, 1.5365], [-1.0738, 0.1971, 3.2490], [-0.7014, -0.8532, 1.7193], [-2.4780, -4.2797, 0.4142], [-1.6277, -3.6927, -0.0984], [-3.1207, -3.4916, 0.9590], [-3.1564, -4.8547, -0.3478], [-2.1292, -5.0567, 1.2103], [2.3152, 1.4289, 0.1763], [2.6895, 1.1961, -1.3057], [1.7209, 2.0075, -2.1403], [0.1153, 1.6981, -1.2693], [-0.5033, 0.4685, -1.7545], [-0.6821, 2.9018, -1.0974], [0.7991, 1.2675, 0.3553], [2.6614, 2.4371, 0.4225], [2.9002, 0.8184, 0.8649], [2.7273, 0.1890, -1.7290], [3.6967, 1.5726, -1.5159], [1.4097, 1.7300, -3.1426], [1.8402, 3.0674, -1.9099], [0.5082, 0.2451, 0.5531], [0.5443, 2.1327, 0.9563]],
  "mulliken_charge": [0.958, -0.032, -0.245, -0.242, -0.256, -0.198, 0.167, -0.356, -0.269, -0.213, -0.244, -0.760, -0.588, -0.740, 1.087, -0.699, -0.695, -0.303, 0.298, 0.364, 0.287, 0.350, 0.453, 0.317, 0.255, 0.302]
}